{"formula": "C26H66F6FeN7O10S2", "method": "ωB97M-V with the def2-TZVPD basis set", "species": ["Fe", "C", "F", "F", "F", "S", "O", "O", "N", "S", "O", "O", "C", "F", "F", "F", "C", "C", "C", "O", "C", "N", "H", "H", "H", "H", "H", "H", "H", "H", "H", "H", "H", "C", "C", "C", "O", "C", "N", "H", "H", "H", "H", "H", "H", "H", "H", "H", "H", "H", "C", "C", "C", "O", "C", "N", "H", "H", "H", "H", "H", "H", "H", "H", "H", "H", "H", "C", "C", "C", "O", "C", "N", "H", "H", "H", "H", "H", "H", "H", "H", "H", "H", "H", "C", "C", "C", "O", "C", "N", "H", "H", "H", "H", "H", "H", "H", "H", "H", "H", "H", "C", "C", "C", "O", "C", "N", "H", "H", "H", "H", "H", "H", "H", "H", "H", "H", "H"], "coordinates": [[-2.20, -1.31, -2.07], [1.57, 0.10, -1.46], [2.42, -0.93, -1.43], [2.26, 1.21, -1.31], [0.83, 0.20, -2.55], [0.24, -0.16, 0.11], [1.12, -0.51, 1.20], [-0.38, 1.14, 0.20], [-0.99, -1.42, -0.48], [-1.34, -2.06, 0.90], [-1.54, -1.19, 2.02], [-2.47, -3.01, 0.73], [0.15, -3.25, 1.30], [0.63, -2.93, 2.50], [-0.34, -4.48, 1.29], [1.09, -3.25, 0.32], [-0.48, -4.25, -2.52], [0.29, -3.02, -2.98], [1.40, -3.26, -3.99], [2.09, -2.04, -4.20], [3.02, -2.05, -5.28], [-0.79, -2.18, -3.60], [-1.32, -4.07, -1.85], [0.19, -4.96, -2.04], [-0.99, -4.76, -3.34], [0.67, -2.61, -2.04], [0.93, -3.54, -4.94], [2.11, -4.05, -3.71], [3.49, -1.07, -5.30], [2.54, -2.23, -6.25], [3.78, -2.83, -5.21], [-1.23, -2.81, -4.26], [-0.09, -1.69, -4.17], [-4.09, -2.12, 5.79], [-4.07, -1.49, 4.43], [-4.44, -2.51, 3.32], [-3.57, -3.63, 3.35], [-4.09, -4.72, 2.58], [-4.92, -0.29, 4.35], [-4.09, -1.35, 6.56], [-3.18, -2.70, 5.91], [-4.94, -2.79, 5.88], [-3.09, -1.21, 4.04], [-4.46, -1.95, 2.38], [-5.45, -2.90, 3.48], [-4.56, -5.44, 3.25], [-3.27, -5.09, 1.96], [-4.85, -4.43, 1.85], [-5.67, -0.48, 5.02], [-4.48, 0.41, 4.94], [-2.36, 2.92, -3.11], [-2.25, 1.56, -2.36], [-3.23, 1.42, -1.21], [-3.48, 0.03, -0.95], [-4.29, -0.26, 0.23], [-2.34, 0.40, -3.24], [-3.36, 3.25, -3.40], [-1.55, 3.08, -3.81], [-2.30, 3.67, -2.32], [-1.24, 1.61, -1.94], [-4.22, 1.81, -1.47], [-2.86, 1.95, -0.34], [-4.60, -1.30, 0.32], [-5.13, 0.42, 0.36], [-3.54, -0.06, 0.99], [-3.24, 0.49, -3.72], [-1.76, 0.52, -4.07], [3.47, 7.44, -2.40], [2.17, 6.74, -2.63], [2.07, 5.58, -1.61], [1.23, 4.49, -1.92], [1.42, 3.95, -3.19], [1.11, 7.75, -2.65], [3.53, 8.34, -3.02], [4.32, 6.78, -2.56], [3.62, 7.79, -1.37], [2.16, 6.34, -3.65], [1.68, 6.02, -0.69], [3.02, 5.07, -1.43], [2.47, 4.04, -3.48], [0.71, 4.25, -3.97], [1.24, 2.88, -3.03], [0.70, 7.95, -1.74], [0.34, 7.46, -3.24], [5.83, -2.52, -2.60], [5.90, -3.25, -1.27], [6.26, -2.24, -0.18], [6.09, -2.79, 1.12], [6.12, -1.95, 2.22], [4.59, -3.83, -1.02], [6.77, -2.81, -3.07], [5.96, -1.44, -2.56], [5.05, -2.76, -3.33], [6.61, -4.08, -1.19], [5.64, -1.35, -0.35], [7.30, -1.89, -0.19], [5.33, -1.21, 2.37], [7.13, -1.53, 2.34], [6.08, -2.59, 3.10], [3.96, -3.03, -0.96], [4.66, -4.24, -0.09], [-0.32, 2.17, 5.89], [-1.42, 1.35, 5.25], [-1.82, 1.82, 3.86], [-2.39, 3.10, 3.89], [-2.87, 3.69, 2.71], [-0.85, 0.02, 5.24], [-0.47, 3.25, 5.83], [0.65, 2.07, 5.40], [-0.14, 2.03, 6.95], [-2.35, 1.40, 5.83], [-2.60, 1.23, 3.36], [-0.93, 1.75, 3.22], [-2.34, 3.45, 1.78], [-2.93, 4.78, 2.78], [-3.90, 3.44, 2.43], [-1.44, -0.59, 4.67], [-0.11, 0.07, 4.54]], "mulliken_charge": [-0.7277, 0.2732, -0.0327, -0.1459, -0.0570, 0.2562, -0.4077, -0.4075, 1.2612, 0.1269, -0.1785, -0.7030, 0.4147, -0.1790, -0.1819, -0.1209, -1.7338, 1.7732, -1.1665, -0.0322, -1.0094, -0.0494, 0.3165, 0.3928, 0.4880, -0.9700, 0.3279, 0.5364, 0.2811, 0.3325, 0.3398, 0.2836, 0.3791, -1.6177, 2.4842, -0.7921, -0.3074, -0.8316, -0.7372, 0.4762, 0.3800, 0.4137, -1.4418, -0.0566, 0.6608, 0.3251, 0.1435, 0.3715, 0.3509, 0.2660, -1.6132, 1.3745, -0.7140, -0.0042, -0.4565, -0.0579, 0.4207, 0.3678, 0.4199, -0.5593, 0.6814, 0.1789, 0.3135, 0.3208, -0.0948, 0.2370, 0.3470, -1.5764, 0.6890, -0.9674, -0.1811, -0.0431, -0.6797, 0.3915, 0.3675, 0.3201, 0.4021, 0.3195, 0.3785, 0.4985, 0.2064, -0.6151, 0.2413, 0.2522, -1.2536, 0.2764, -0.7222, -0.3023, -0.7756, -0.6107, 0.4499, 0.4214, 0.0371, 0.5017, 0.2569, 0.4742, 0.2585, 0.3245, 0.2788, 0.0608, 0.3369, -1.5567, 0.4586, 0.2117, -0.4276, -0.6532, -0.5982, 0.3388, 0.3073, 0.3782, 0.3587, -0.0587, 0.1486, 0.1083, 0.3531, 0.3080, 0.0125, 0.3650], "homo_energy_ev": [-8.88, -11.14], "total_charge": 1, "multiplicity": 9, "e_above_lowest_ev": 2.7333, "energy_ha": -4824.412681, "orbital_gap_ha": [0.2268, 0.1220], "s_squared": 20.0170}